Molecular formula: C5H7NO
Method: DFT, the ωB97M-V functional and the def2-TZVPD basis

```
14
Properties=species:S:1:pos:R:3:mulliken_charge:R:1
C 1.5688 0.4230 -0.2376 -1.043
C 0.5736 -0.9854 -0.5837 -0.488
C -0.0895 0.1719 -0.9559 0.240
C -1.2237 0.5079 -0.0361 0.190
N -2.0080 1.4915 -0.1723 -0.674
O -1.2221 -0.4162 0.9473 -0.419
C -0.1923 -1.4094 0.6455 -0.177
H 2.0016 -0.0638 0.6363 0.329
H 2.2998 0.5229 -1.0357 0.282
H 1.2429 1.4147 0.1105 0.415
H 0.0458 0.7365 -1.8741 0.502
H -2.7062 1.4996 0.5731 0.278
H 0.4161 -1.5393 1.5446 0.272
H -0.7069 -2.3539 0.4380 0.292
```

The charge is 0. The calculation puts the LUMO energy at 0.02149 Ha. As for the HOMO-LUMO gap: 9.28 eV. Its energy above the lowest of the compared OMol25 structures with the same formula, charge and spin is 96.6 kcal per mole. The calculation puts the HOMO energy at -0.3194 hartree.